1.
Below is a molecular structure, C40H60AsF6O30 in a non-equilibrium geometry, with properties calculated with wB97M-V/def2-TZVPD.

Properties
ΔE to the lowest compared entry with this formula, charge and spin, kcal/mol: 0.00
Largest force on an atom, eV/Å: 2.30
Net charge: -1

```
137
Properties=species:S:1:pos:R:3:forces:R:3
As 0.4763 -0.0497 -0.6784 -0.6 -0.3 0.4
F 1.7223 -1.0036 -1.4769 -0.2 0.5 0.2
F -0.0415 -1.4865 0.1855 0.4 0.1 -0.2
F -0.8176 0.7895 0.1532 0.3 0.3 -0.5
F 0.9006 1.4018 -1.5681 0.0 -0.6 0.3
F -0.6461 -0.4695 -1.9464 0.2 0.1 -0.2
F 1.5625 0.3762 0.6139 0.0 -0.2 -0.4
C 2.1684 0.6119 3.8743 0.3 0.3 0.1
C 1.6067 -0.0965 5.0908 0.9 0.0 -0.1
C 2.6523 -1.0193 5.7809 -0.2 0.7 -0.8
O 2.5854 -0.6480 7.1514 0.2 -1.1 0.1
C 1.7185 0.3535 7.3168 -0.6 0.7 0.1
O 1.3455 0.7688 8.3660 0.3 0.0 0.1
O 1.3493 0.8585 6.1261 -0.6 -0.1 -0.2
H 2.8755 1.3789 4.2034 0.1 -0.2 0.1
H 1.4331 1.1481 3.2758 -0.2 -0.3 0.0
H 2.7073 -0.1021 3.2505 -0.2 0.0 -0.2
H 0.7076 -0.6591 4.8400 -0.2 0.2 0.2
H 3.6603 -0.8016 5.4250 0.1 -0.1 0.0
H 2.4014 -2.0605 5.5900 0.1 -0.1 0.5
C -3.5695 2.4165 -1.2221 -0.4 -0.3 -0.2
C -4.2780 3.5830 -1.8887 1.2 0.4 0.0
C -3.3697 4.3238 -2.9051 -0.1 0.0 -0.3
O -4.1414 4.3297 -4.1160 0.3 0.8 0.0
C -5.3175 3.7389 -3.9223 0.1 -1.2 0.2
O -6.1850 3.6389 -4.7222 -0.3 0.3 -0.4
O -5.3381 3.1186 -2.7198 -0.3 0.0 0.2
H -4.3273 1.8693 -0.6597 0.2 -0.2 0.1
H -2.7312 2.6366 -0.5588 -0.2 0.6 0.1
H -3.1287 1.7701 -1.9813 -0.2 -0.1 -0.1
H -4.7151 4.2524 -1.1470 0.1 0.1 0.0
H -2.4363 3.8086 -3.1417 0.0 -0.2 0.2
H -3.1181 5.3542 -2.6643 -0.3 0.0 0.2
C -2.5842 -0.6935 2.2242 0.8 -0.1 0.9
C -1.9029 0.4960 2.9075 -0.5 -0.5 -1.3
C -2.7383 1.7737 2.8087 1.1 0.0 0.0
O -2.6321 2.3220 4.1359 -0.7 -0.2 -0.3
C -2.2401 1.3503 4.9824 0.6 0.0 0.5
O -2.2279 1.4332 6.1705 -0.2 0.1 -0.2
O -1.7689 0.2781 4.3056 -0.2 -0.1 0.1
H -1.9512 -1.5733 2.3676 0.0 0.0 0.0
H -2.6533 -0.5535 1.1483 -0.3 0.2 0.0
H -3.5300 -0.8923 2.7264 -0.2 0.0 -0.4
H -0.9268 0.6445 2.4461 0.2 0.0 0.3
H -3.7534 1.5569 2.4783 -0.2 0.2 0.5
H -2.2552 2.4659 2.1275 -0.3 0.1 0.0
C -3.8317 -0.9018 -1.9355 0.2 -0.1 -0.5
C -3.2817 -2.0254 -2.8181 -1.1 0.4 -0.3
C -2.2976 -3.0221 -2.2075 -0.4 2.1 0.3
O -2.7363 -4.2651 -2.7013 0.2 -0.4 0.0
C -4.0298 -4.1584 -3.1059 0.0 0.2 0.1
O -4.7169 -5.0881 -3.3805 0.0 0.0 -0.1
O -4.4040 -2.8648 -3.1417 -0.3 -0.8 0.0
H -3.0239 -0.3135 -1.5078 0.0 -0.2 0.2
H -4.4990 -1.3178 -1.1802 0.4 -0.2 0.3
H -4.4693 -0.2133 -2.4934 0.2 -0.1 -0.3
H -2.9528 -1.6883 -3.8093 0.3 0.3 0.4
H -2.3949 -2.9353 -1.1198 0.3 -0.5 0.0
H -1.3247 -2.6643 -2.5373 0.3 -1.0 0.1
C -2.0260 1.1963 -5.1416 0.6 -0.1 0.4
C -0.6046 1.4207 -4.6420 0.1 -0.8 -0.5
C 0.4565 0.4641 -5.2154 -0.2 -0.5 0.9
O 1.4757 1.3161 -5.7154 0.0 -0.3 -0.4
C 1.1013 2.6001 -5.6012 0.4 0.1 -0.7
O 1.7769 3.5114 -5.9696 -0.1 0.1 0.2
O -0.1296 2.6943 -5.0971 -0.4 0.5 0.7
H -2.7247 1.8704 -4.6489 0.0 0.2 -0.2
H -2.3400 0.1821 -4.8919 0.0 0.0 0.0
H -2.0339 1.3143 -6.2239 -0.2 0.1 0.0
H -0.4879 1.2844 -3.5707 -0.5 0.8 0.2
H 0.0442 -0.2556 -5.9249 0.3 0.3 -0.5
H 0.9052 -0.0974 -4.3940 -0.1 -0.2 -0.1
C 0.1819 4.2490 0.3079 0.0 0.0 0.5
C -0.7768 5.3184 0.8178 -0.4 -1.0 -2.0
C -1.6443 5.8562 -0.3503 1.6 0.3 -0.5
O -2.9642 5.8374 0.1231 -0.6 0.9 -0.3
C -3.0079 5.2468 1.3185 -0.5 -1.3 0.9
O -3.9695 5.1234 2.0149 0.3 0.3 -0.6
O -1.8181 4.6626 1.5814 0.9 0.9 0.7
H 1.0264 4.6597 -0.2449 -0.1 0.3 0.1
H -0.3093 3.5373 -0.3557 -0.1 -0.1 0.2
H 0.5773 3.7225 1.1776 0.1 -0.1 -0.1
H -0.2017 6.0947 1.3200 -0.5 0.0 0.7
H -1.5105 5.2168 -1.2260 -0.3 -0.3 0.2
H -1.3530 6.8434 -0.7147 -0.2 0.2 0.4
C -0.8720 -4.8624 1.1417 0.0 -0.3 0.5
C -2.2453 -5.3063 1.6062 0.5 -0.7 0.6
C -2.3305 -5.5913 3.1289 1.0 0.2 -0.4
O -3.4745 -4.8672 3.5584 0.3 0.0 0.3
C -3.8210 -3.9729 2.6063 -1.0 -1.1 0.1
O -4.6957 -3.1789 2.7299 0.3 0.3 0.0
O -3.1787 -4.2605 1.4665 -0.2 0.9 -0.9
H -0.1250 -5.5315 1.5787 0.0 -0.1 -0.1
H -0.6790 -3.8681 1.5485 0.1 0.1 -0.3
H -0.7783 -4.9150 0.0589 0.0 0.3 0.0
H -2.5474 -6.1787 1.0209 -0.4 0.2 0.0
H -1.4272 -5.2039 3.6110 -0.2 0.2 0.1
H -2.3730 -6.6469 3.3875 -0.5 0.0 -0.1
C 3.4165 3.0331 0.0367 0.3 0.0 -0.6
C 4.1381 3.7178 1.1716 0.2 -0.8 -0.2
C 5.4040 4.5045 0.8233 0.5 -1.0 0.5
O 5.3219 5.6409 1.6712 0.2 0.3 -0.2
C 4.1055 5.6967 2.2666 0.2 0.6 -0.6
O 3.7549 6.5786 2.9752 0.0 0.2 0.4
O 3.3457 4.6820 1.8631 -0.7 -0.4 -0.1
H 2.5753 2.4477 0.3953 -0.2 0.2 -0.1
H 4.0835 2.3165 -0.4535 0.2 -0.1 0.4
H 3.1561 3.6771 -0.8054 -0.3 0.3 0.4
H 4.3693 2.9325 1.8976 0.1 0.1 0.1
H 5.5392 4.6988 -0.2424 -0.4 0.7 0.1
H 6.2988 3.9549 1.1241 -0.1 -0.1 0.0
C 5.5463 -3.9161 -2.5441 -0.1 -0.2 1.0
C 4.2040 -3.1968 -2.6154 1.3 0.3 -0.4
C 4.2707 -1.9283 -3.4931 -0.3 -0.7 -0.3
O 3.3579 -2.2371 -4.5489 -0.6 0.2 0.1
C 2.7551 -3.4397 -4.3505 0.5 0.7 0.0
O 1.9250 -3.8924 -5.0577 -0.4 -0.3 -0.3
O 3.2660 -4.0396 -3.2617 -0.3 -0.1 0.1
H 6.0985 -3.9847 -3.4794 -0.4 0.1 -0.2
H 5.3803 -4.9243 -2.1585 0.1 0.0 -0.1
H 6.2017 -3.4226 -1.8215 0.0 0.1 -0.1
H 3.8093 -2.9071 -1.6419 0.1 -0.3 0.1
H 5.2182 -1.7782 -4.0085 0.2 0.1 0.5
H 3.9580 -1.0728 -2.8968 -0.1 0.2 -0.5
C 3.0982 -5.3842 0.4800 0.8 -0.1 0.7
C 3.1289 -4.3944 1.6397 -0.3 -0.4 -1.0
C 2.6630 -3.0020 1.2878 0.5 0.8 0.0
O 1.9980 -2.5913 2.4865 0.0 0.6 0.2
C 1.6863 -3.6558 3.2234 -0.7 -1.1 -0.7
O 0.9407 -3.6924 4.1498 0.2 0.4 0.3
O 2.2168 -4.7827 2.6671 0.4 0.1 0.4
H 2.0891 -5.6895 0.2176 -0.1 0.3 -0.1
H 3.6690 -6.2724 0.7564 -0.2 -0.1 0.0
H 3.6424 -4.9506 -0.3593 -0.3 0.0 -0.2
H 4.1415 -4.2901 2.0379 0.0 -0.4 0.3
H 2.0087 -2.8399 0.4302 -0.2 -0.4 0.1
H 3.5367 -2.3629 1.1459 -0.1 0.2 0.0
```
Forces are in eV/Å.


2.
Below is 6 unconnected molecules or ions with the total composition H12O6 in a non-equilibrium geometry, with properties calculated with wB97M-V/def2-TZVPD.

Properties
Structure (SMILES): O.O.O.O.O.O
ΔE to the lowest compared entry with this formula, charge and spin, kcal/mol: 33.16
Largest force on an atom, eV/Å: 1.04
Net charge: 0

```
18
Properties=species:S:1:pos:R:3:forces:R:3
O -1.7746 -2.4530 -1.1475 0.7 0.4 -0.4
H -1.8643 -1.6846 -1.7400 -0.2 -0.2 0.3
H -0.9588 -2.8660 -1.4778 -0.4 0.0 0.2
O 0.5626 4.2965 -0.3642 -0.7 0.4 0.2
H 0.9562 4.9060 0.2767 0.2 -0.5 -0.4
H 1.2190 3.7340 -0.7745 0.4 0.1 0.2
O -2.2040 1.3401 -1.5357 -0.1 0.1 0.2
H -1.6380 1.1294 -0.7854 0.1 0.1 -0.1
H -2.4184 2.2690 -1.3820 0.0 -0.1 -0.2
O 0.7701 0.4140 -1.0874 -0.1 -0.4 0.6
H 1.4961 0.3256 -0.4529 0.1 0.1 -0.1
H 0.1427 -0.2356 -0.7310 0.1 0.2 -0.3
O 2.7538 -0.9006 1.5873 -0.3 0.0 -0.3
H 3.4869 -0.9053 2.2064 -0.1 -0.1 0.2
H 1.9979 -1.3369 2.0052 0.3 0.1 0.1
O -0.6889 -2.3978 1.9434 0.6 0.8 0.3
H -0.8028 -3.2256 2.4147 -0.3 -0.1 -0.6
H -1.0355 -2.4089 1.0447 -0.3 -0.6 0.1
```
Forces are in eV/Å.


3.
Below is a molecular structure, C5H38NO14S in a non-equilibrium geometry, with properties calculated with wB97M-V/def2-TZVPD.

Properties
ΔE to the lowest compared entry with this formula, charge and spin, kcal/mol: 134.39
Largest force on an atom, eV/Å: 8.83
Net charge: -1

```
59
Properties=species:S:1:pos:R:3:forces:R:3
C 0.5040 -1.2709 -1.3899 -2.5 -7.4 4.0
N -0.6556 -1.1080 -0.4358 2.9 3.1 1.6
C -1.5912 -0.2157 -1.0891 -0.6 -0.8 -2.1
C -2.2808 0.6526 -0.0227 -0.3 0.6 0.6
C -2.9513 1.7897 -0.7637 0.1 1.7 0.4
S -4.0091 2.8321 0.3408 0.5 0.5 -0.1
C -2.6415 -1.2260 -1.8301 -1.8 3.5 1.4
O -3.3209 -1.9949 -0.8609 1.7 -2.5 -0.1
H 0.8935 -0.5940 -1.9596 1.6 5.2 -2.8
H 0.1090 -2.0617 -2.1094 0.8 0.6 0.7
H 1.3023 -1.7243 -0.7715 -0.6 0.1 -0.9
H -1.0413 -2.7600 0.4565 0.6 -1.9 -1.8
H -1.1023 0.3925 -2.0640 -1.0 -1.1 2.8
H -3.0120 0.0336 0.5712 0.4 0.7 -1.0
H -1.6462 1.1622 0.7982 -0.3 -1.3 -1.8
H -3.5528 1.4296 -1.5589 -1.1 -0.4 -0.5
H -2.3116 2.5249 -1.3241 0.1 -0.8 0.9
H -3.1591 3.9039 0.5416 -0.5 -0.9 -0.3
H -2.3112 -1.7195 -2.7468 0.3 -0.3 0.4
H -3.5310 -0.6020 -2.0581 0.9 0.3 -1.1
H 2.8778 1.8670 -2.3190 0.9 -2.0 -2.0
H 1.8773 1.2721 -3.1506 -1.5 -0.5 -0.9
O 2.8200 1.2221 -3.1364 0.8 2.3 2.7
H 3.2554 1.2411 3.5586 0.6 0.4 0.4
H 2.0416 0.5263 3.1612 -0.3 -0.7 0.3
O 2.9677 0.3290 3.5664 0.4 0.2 -0.4
H 2.7934 -1.7407 1.2177 -2.4 -1.5 0.9
H 1.8215 -2.9184 1.8518 0.2 -0.8 1.5
O 1.9344 -2.3479 1.1248 1.9 2.9 -1.1
H 4.1063 -0.3423 2.2979 -0.4 -0.4 -1.9
H 4.8829 -1.3960 1.3839 -0.7 1.0 -0.3
O 4.2430 -0.6422 1.3078 0.7 -0.6 2.3
H 0.4298 1.5258 1.8020 -1.3 0.7 0.2
H -0.3930 3.0077 1.3480 -0.2 1.3 0.7
O -0.1068 2.2018 0.9731 1.2 -1.5 0.3
H -0.9869 -4.3849 -0.3105 0.8 1.2 -0.1
H -3.2772 -1.6029 1.8161 4.3 -0.7 0.2
O -1.2845 -3.7435 0.3409 -1.4 0.5 1.5
H 2.0486 1.9778 0.0800 1.4 -0.1 0.8
H 3.5362 1.4938 0.3728 -0.6 0.1 -0.5
O 2.9947 2.0468 -0.2263 -0.7 -0.2 0.7
H -0.3198 -0.3449 3.6834 -2.6 -1.1 -0.1
H -1.6499 -0.3145 2.9672 -1.0 0.7 -2.2
O -1.3250 -0.5646 3.7926 3.0 -0.4 2.3
H 3.0156 -2.2129 -0.2788 0.6 -1.6 -1.0
H 3.9378 -2.1892 -1.5105 -0.9 -1.9 1.4
O 3.5180 -2.8553 -0.8500 1.0 3.0 -1.4
H -4.4042 -1.6671 0.8375 0.7 0.5 2.7
H -2.7064 -2.7568 -0.6756 -0.9 0.6 0.5
O -4.1655 -1.4832 1.8327 -5.1 0.0 -2.7
H -0.4647 2.0264 -3.4553 0.0 -0.1 -0.1
H 0.3702 2.8529 -4.3467 -0.1 -0.2 -0.3
O -0.2199 2.0844 -4.3946 0.2 0.4 0.6
H 0.1219 1.0947 3.5540 0.7 0.6 -1.1
H -0.3132 -0.5922 0.5126 -0.6 -1.4 -3.0
O 0.6706 0.8340 2.7801 0.1 0.0 0.8
H 1.4090 2.3340 -1.1512 -2.5 0.2 -0.2
H -0.2017 2.1771 -0.7407 0.8 -0.2 1.2
O 0.4542 2.5403 -1.3407 1.5 0.6 -3.1
```
Forces are in eV/Å.


| no. | E_LUMO (eV) |
| --- | --- |
| 1 | 1.279 |
| 2 | 0.431 |
| 3 | 2.463 |